[1]
CH3ClN2O2 | ωB97M-V with the def2-TZVPD basis set

- Relative energy (zero: lowest compared OMol25 entry of this formula, charge and spin): 285.7 kJ/mol
- Calculated total energy: -759.9026 Ha
- Lowest unoccupied orbital energy: 0.25 eV
- HOMO: -10.16 eV
- Frontier orbital gap: 10.4 eV
- Strongest force on any atom: 0.0709 Eh/bohr

CARTESIAN COORDINATES (ANGSTROEM)
H: 0.03 -0.37 0.98
O: -3.47 0.93 0.18
N: -1.56 -0.13 -0.06
C: -0.13 -0.04 0.02
Cl: -2.38 -1.65 -0.05
H: 0.45 -0.50 -0.68
O: -1.70 2.05 -0.13
N: -2.31 1.03 -0.03
H: 0.19 1.05 -0.13



[2]
CH3ClN2O2 | ωB97M-V with the def2-TZVPD basis set

- Relative energy (zero: lowest compared OMol25 entry of this formula, charge and spin): 320.2 kJ/mol
- Calculated total energy: -759.8895 Ha
- Lowest unoccupied orbital energy (alpha / beta): -0.35 / -0.35 eV
- HOMO (alpha / beta): -8.45 / -8.45 eV
- Frontier orbital gap (alpha / beta): 8.1 / 8.1 eV
- Strongest force on any atom: 0.0580 Eh/bohr

CARTESIAN COORDINATES (ANGSTROEM)
N: -0.12 -0.15 -0.45
H: 0.71 1.34 0.30
O: 0.96 -2.18 0.19
H: -0.47 0.58 1.40
Cl: -1.71 1.84 -0.07
H: 0.19 -0.01 -1.46
N: 1.55 -1.22 -0.06
O: -0.81 -1.20 -0.27
C: -0.30 0.99 0.40



[3]
CH3ClN2O2 | ωB97M-V with the def2-TZVPD basis set

- Relative energy (zero: lowest compared OMol25 entry of this formula, charge and spin): 365.0 kJ/mol
- Calculated total energy: -759.8724 Ha
- Lowest unoccupied orbital energy: -0.63 eV
- HOMO: -10.49 eV
- Frontier orbital gap: 9.9 eV
- Strongest force on any atom: 0.0790 Eh/bohr

CARTESIAN COORDINATES (ANGSTROEM)
H: 0.64 -0.76 0.64
C: -0.13 -0.10 0.15
O: -2.22 1.23 -0.19
H: -0.08 -0.08 -0.87
N: -2.30 0.16 0.36
Cl: -4.69 -0.11 -0.38
O: -3.51 -0.29 0.80
H: -0.07 0.92 0.30
N: -1.39 -0.66 0.57



[4]
CH3ClNO2S | ωB97M-V with the def2-TZVPD basis set

- Net charge: -1
- Relative energy (zero: lowest compared OMol25 entry of this formula, charge and spin): 434.2 kJ/mol
- Calculated total energy: -1103.4111 Ha
- Lowest unoccupied orbital energy (alpha / beta): 2.53 / 2.53 eV
- HOMO (alpha / beta): -3.44 / -3.44 eV
- Frontier orbital gap (alpha / beta): 6.0 / 6.0 eV
- Strongest force on any atom: 0.0911 Eh/bohr

CARTESIAN COORDINATES (ANGSTROEM)
H: -1.02 -2.45 0.69
O: 0.16 -2.11 -1.02
Cl: 3.30 0.30 -0.18
H: 3.19 -1.14 1.64
O: 0.04 0.22 -0.03
S: 0.57 -1.13 0.01
H: 0.21 -2.59 1.67
N: -0.45 -1.91 1.23
C: 3.36 -0.06 1.49



[5]
CH3ClNO2S | ωB97M-V with the def2-TZVPD basis set

- Net charge: -1
- Relative energy (zero: lowest compared OMol25 entry of this formula, charge and spin): 321.8 kJ/mol
- Calculated total energy: -1103.4539 Ha
- Lowest unoccupied orbital energy: 3.53 eV
- HOMO: -4.11 eV
- Frontier orbital gap: 7.6 eV
- Strongest force on any atom: 0.1231 Eh/bohr

CARTESIAN COORDINATES (ANGSTROEM)
H: 1.81 -1.12 0.37
C: 1.08 -0.27 0.00
O: -0.47 2.33 0.07
Cl: -0.70 -2.23 -0.17
O: -2.59 0.59 0.39
N: -0.28 -0.61 0.44
S: -1.35 0.77 -0.34
H: 1.14 0.74 0.39
H: 1.36 -0.20 -1.14



[6]
CH3ClO2PS | ωB97M-V with the def2-TZVPD basis set

- Net charge: -1
- Relative energy (zero: lowest compared OMol25 entry of this formula, charge and spin): 417.0 kJ/mol
- Calculated total energy: -1390.1387 Ha
- Lowest unoccupied orbital energy: 3.08 eV
- HOMO: -3.22 eV
- Frontier orbital gap: 6.3 eV
- Strongest force on any atom: 0.0349 Eh/bohr

CARTESIAN COORDINATES (ANGSTROEM)
H: 2.38 -0.93 1.50
Cl: -1.33 -0.50 1.92
H: 0.28 0.64 -1.92
H: 0.27 1.65 -0.39
O: 2.16 0.00 1.37
P: -0.73 -0.60 0.00
S: -2.03 0.84 -0.97
C: -0.18 0.85 -0.96
O: -0.82 -1.95 -0.55



[7]
CH3ClO3 | ωB97M-V with the def2-TZVPD basis set

- Relative energy (zero: lowest compared OMol25 entry of this formula, charge and spin): 0.0 kJ/mol
- Calculated total energy: -725.8229 Ha
- Lowest unoccupied orbital energy: 0.15 eV
- HOMO: -10.89 eV
- Frontier orbital gap: 11.0 eV
- Strongest force on any atom: 0.0876 Eh/bohr

CARTESIAN COORDINATES (ANGSTROEM)
C: 2.94 0.23 0.06
Cl: 4.57 -0.36 0.00
H: 1.11 -0.36 -0.05
O: -0.62 0.04 0.16
H: -1.22 -0.46 -0.37
O: 2.09 -0.80 -0.03
H: -0.55 -0.53 1.06
O: 2.60 1.39 0.16



[8]
CH3CuMgO2 | ωB97M-V with the def2-TZVPD basis set

- Relative energy (zero: lowest compared OMol25 entry of this formula, charge and spin): 0.0 kJ/mol
- Calculated total energy: -2030.8583 Ha
- Lowest unoccupied orbital energy (alpha / beta): 0.28 / -1.02 eV
- Multiplicity: 3
- HOMO (alpha / beta): -7.06 / -8.96 eV
- ⟨S²⟩: 2.008
- Frontier orbital gap (alpha / beta): 7.3 / 7.9 eV
- Strongest force on any atom: 0.0334 Eh/bohr

CARTESIAN COORDINATES (ANGSTROEM)
O: 0.03 -1.21 -1.05
C: 0.29 -1.27 -2.40
H: -0.05 -0.38 -2.96
Mg: 0.17 2.47 2.46
O: -0.24 1.00 1.43
H: -0.19 -2.15 -2.89
H: 1.38 -1.36 -2.60
Cu: -0.33 -0.20 0.25



[9]
CH3F2N3 | ωB97M-V with the def2-TZVPD basis set

- Relative energy (zero: lowest compared OMol25 entry of this formula, charge and spin): 204.2 kJ/mol
- Calculated total energy: -403.7183 Ha
- Lowest unoccupied orbital energy: 0.79 eV
- HOMO: -8.96 eV
- Frontier orbital gap: 9.7 eV
- Strongest force on any atom: 0.0752 Eh/bohr

CARTESIAN COORDINATES (ANGSTROEM)
H: -0.64 -2.22 -0.81
F: 1.68 1.27 -0.21
N: 1.38 -0.09 -0.44
H: -0.19 1.41 0.79
C: -0.53 -0.32 -0.12
N: -0.94 0.82 0.40
N: -0.93 -1.44 -0.28
F: 1.85 -0.68 0.72
H: -1.68 1.25 -0.06



[10]
CH3F2NO | ωB97M-V with the def2-TZVPD basis set

- Relative energy (zero: lowest compared OMol25 entry of this formula, charge and spin): 0.0 kJ/mol
- Calculated total energy: -369.6701 Ha
- Lowest unoccupied orbital energy: 0.60 eV
- HOMO: -11.83 eV
- Frontier orbital gap: 12.4 eV
- Strongest force on any atom: 0.0506 Eh/bohr

CARTESIAN COORDINATES (ANGSTROEM)
H: -0.79 -1.65 0.11
N: 0.62 0.55 -0.18
F: -1.66 -1.37 0.15
F: 2.55 -0.29 -0.05
O: 0.83 -1.72 0.07
C: 1.26 -0.58 0.00
H: -0.40 0.50 -0.05
H: 1.22 1.31 -0.05



[11]
CH3F2NS | ωB97M-V with the def2-TZVPD basis set

- Relative energy (zero: lowest compared OMol25 entry of this formula, charge and spin): 241.3 kJ/mol
- Calculated total energy: -692.4297 Ha
- Lowest unoccupied orbital energy (alpha / beta): -0.63 / -0.63 eV
- HOMO (alpha / beta): -9.34 / -9.33 eV
- Frontier orbital gap (alpha / beta): 8.7 / 8.7 eV
- Strongest force on any atom: 0.1304 Eh/bohr

CARTESIAN COORDINATES (ANGSTROEM)
H: 1.01 -0.85 0.03
C: 1.21 0.25 -0.01
N: 0.11 0.80 -0.74
F: -2.11 -1.49 -0.68
F: -1.76 -0.12 1.17
H: 2.11 0.58 -0.35
S: -1.64 0.12 -0.42
H: 1.08 0.71 1.00



[12]
CH3F2O3P | ωB97M-V with the def2-TZVPD basis set

- Relative energy (zero: lowest compared OMol25 entry of this formula, charge and spin): 217.9 kJ/mol
- Calculated total energy: -806.5400 Ha
- Lowest unoccupied orbital energy: 0.21 eV
- HOMO: -10.00 eV
- Frontier orbital gap: 10.2 eV
- Strongest force on any atom: 0.0909 Eh/bohr

CARTESIAN COORDINATES (ANGSTROEM)
O: -2.22 -0.25 -0.15
F: 1.59 -0.04 1.10
H: -0.26 2.34 0.33
H: -1.57 -1.02 -0.16
O: -1.51 0.92 0.28
O: 0.24 -1.48 -0.15
H: 0.72 -1.96 0.53
F: 2.13 0.06 -0.99
P: -0.30 1.33 -0.66
C: 1.16 0.09 -0.12



Question: Look up the relative energy (zero: lowest compared OMol25 entry of this formula, charge and spin) of the third one.
Answer: 365.0 kJ/mol



Question: Which value of calculated total energy does entry 9 give?
Answer: -403.7183 Ha



Question: Among the records above, which one has the lowest calculated total energy?
Answer: CH3CuMgO2